The following is a quantum chemistry calculation of 2 unconnected molecules or ions with the total composition C5H12N2O in a non-equilibrium geometry, from the Open Molecules 2025 dataset.

Each line ends with the Mulliken charge.
Cartesian coordinates (Å):
C  1.928  -0.479  -1.001  -0.738
C  0.219  1.005  1.998  -1.740
C  -0.949  -1.579  -0.651  -1.363
N  1.464  0.333  0.097  -0.425
C  0.355  0.166  0.742  0.779
C  -0.889  -0.300  0.139  0.962
N  -0.537  1.147  -1.329  -0.607
O  -2.014  -0.210  0.914  -0.523
H  -1.975  0.565  1.489  0.355
H  -0.477  1.990  -0.760  0.155
H  -1.055  1.429  -2.166  0.149
H  1.204  -0.624  -1.803  0.218
H  2.250  -1.454  -0.615  0.285
H  2.803  0.011  -1.422  0.298
H  1.194  1.422  2.236  0.421
H  -0.455  1.858  1.867  0.394
H  -0.147  0.402  2.834  0.384
H  -0.613  -1.400  -1.669  0.328
H  -1.980  -1.925  -0.696  0.397
H  -0.327  -2.356  -0.203  0.273

Cartesian forces (eV/Å) of the 3 atoms listed first:
-0.2 0.2 -0.4
0.0 -0.2 0.1
-0.1 0.1 -0.4

- energy above the lowest of the compared OMol25 structures with the same formula, charge and spin (kcal/mol) = 103.4
- orbital gap (spin up / spin down) (hartree) = 0.3286 / 0.3287
- E_HOMO (spin up / spin down) (eV) = -8.55 / -8.55
- E_LUMO (spin up / spin down) (eV) = 0.39 / 0.39
- net charge = 0